No. 1
Below is a cluster of 4 separate species, C4H16O4 in total, with properties calculated with wB97M-V/def2-TZVPD.

Each line ends with the Mulliken charge.
Positions of all 24 atoms, in Å:
C  -15.4772  1.8321  -17.0032  -0.95
C  -16.0626  1.8564  -18.3999  -0.31
O  -15.0364  2.0731  -19.3337  -0.51
H  -14.9605  0.8909  -16.8153  0.27
H  -16.3158  1.8564  -16.3073  0.32
H  -14.7126  2.6030  -16.9073  0.29
H  -16.9737  2.4286  -18.5750  0.34
H  -16.4968  0.9270  -18.7684  0.26
H  -14.3764  1.4151  -19.1033  0.36
C  -8.9832  -1.9760  -17.5815  -1.01
C  -10.0536  -0.9405  -17.8315  -0.17
O  -11.1991  -1.7568  -18.3148  -0.65
H  -9.2725  -2.6572  -16.7812  0.29
H  -8.0565  -1.4982  -17.2635  0.34
H  -8.8245  -2.6960  -18.3844  0.30
H  -9.9541  -0.2541  -18.6723  0.23
H  -10.3955  -0.3652  -16.9711  0.27
H  -11.6315  -2.0993  -17.5292  0.30
O  -12.0061  1.5218  -21.5090  -0.65
H  -11.7443  1.2074  -22.3744  0.31
H  -12.7281  2.1260  -21.6816  0.32
O  -13.2380  -0.0815  -19.2091  -0.69
H  -12.6847  0.4228  -19.8056  0.31
H  -12.6426  -0.7134  -18.8059  0.42

Cartesian forces (eV/Å) of the 6 atoms listed first:
-0.78 -0.64 -0.15
-0.24 -1.39 -0.88
0.13 1.41 -0.61
0.03 -0.14 -0.18
0.34 0.46 0.47
-0.48 0.35 0.27

Results
Energy above the lowest of the compared OMol25 structures with the same formula, charge and spin ... 29.4 kcal/mol
HOMO-LUMO gap ... 9.97 eV
Structure (SMILES) ... CCO.CCO.O.O

=====

No. 2
Below is a cluster of 2 separate species, C8H10N2O4 in total, with properties calculated with wB97M-V/def2-TZVPD.

Each line ends with the Mulliken charge.
Positions of all 24 atoms, in Å:
C  2.4500  -2.3526  0.1171  -0.63
C  2.7545  -1.0174  -0.1040  -0.40
C  1.2148  -2.6371  0.5782  -0.30
C  0.5977  -0.2845  0.6155  -0.06
C  1.8243  0.0681  0.0773  0.67
C  0.2356  -1.6741  0.7800  0.46
C  2.2101  1.4209  -0.2703  -1.00
C  1.3990  2.4242  -0.1657  0.40
N  0.4349  3.0929  -0.3968  -0.41
N  -2.9645  0.6613  0.0040  0.22
O  -2.8033  1.0104  -1.3577  -0.47
O  -4.4040  0.9318  0.1420  -0.40
O  -0.9828  -1.9873  1.2864  -0.59
O  -2.2190  1.6566  0.6963  -0.33
H  3.1458  -3.1944  0.1508  0.32
H  3.7764  -0.6128  -0.3239  0.16
H  1.0496  -3.6084  0.9474  0.40
H  -0.2629  0.3534  0.7972  -0.02
H  3.2731  1.4524  -0.3397  0.33
H  -4.5158  0.9383  1.0593  0.31
H  -0.1698  3.7255  0.2004  0.30
H  -2.6611  0.2372  -1.9802  0.35
H  -1.4578  -1.1298  1.5714  0.36
H  -2.4077  2.4334  0.2186  0.32

Cartesian forces (eV/Å) of the 6 atoms listed first:
1.32 1.25 0.22
1.26 2.09 -0.41
-2.30 -0.27 0.70
-1.66 -2.25 -0.52
-0.39 -2.42 0.42
1.54 2.42 0.24

Results
Energy above the lowest of the compared OMol25 structures with the same formula, charge and spin ... 156.8 kcal/mol
HOMO-LUMO gap ... 8.19 eV
Structure (SMILES) ... N=C=Cc1cccc(O)c1.ON(O)O

=====

No. 3
Below is a structure of composition C28H48Cl2N4O5SiTi, with properties calculated with wB97M-V/def2-TZVPD.

Each line ends with the Mulliken charge.
Positions of all 89 atoms, in Å:
C  -2.5134  -0.9196  -4.6915  -1.44
C  -1.6053  0.1945  -4.3101  0.29
H  -3.0246  -0.7421  -5.6389  0.40
H  -3.2646  -1.0626  -3.8974  0.07
H  -1.9459  -1.8540  -4.7416  0.30
C  -1.8609  1.4745  -4.6436  0.27
C  -3.0484  1.8725  -5.4298  -1.89
H  -1.1688  2.2798  -4.4075  0.65
H  -3.9781  1.5717  -4.9149  0.26
H  -3.0680  1.4013  -6.4336  0.41
H  -3.0525  2.9706  -5.5041  0.42
Ti  0.6068  -0.7973  0.5552  1.35
Cl  -2.4070  -1.6540  0.0530  -0.08
C  2.6878  1.2683  0.1725  -0.66
O  1.5799  0.7623  0.5943  0.32
N  3.0519  2.4340  0.6435  0.48
C  2.0334  3.2478  1.2960  -0.74
C  4.4141  2.9025  0.4262  -0.90
H  3.3519  0.7458  -0.5181  0.63
H  1.4540  2.6270  1.9885  0.24
H  1.3456  3.6658  0.5441  0.04
H  2.5575  4.0394  1.8377  0.40
H  5.0601  2.0136  0.3726  0.34
H  4.7123  3.5309  1.2739  0.33
H  4.5059  3.4433  -0.5327  0.29
H  1.7060  -0.9792  4.6670  0.37
H  1.0761  -3.0293  5.3655  0.32
C  0.7840  -0.7230  4.1430  -0.44
C  0.1072  -3.0819  4.8604  -0.97
N  -0.0603  -1.9205  3.9982  0.27
H  1.0279  -0.3137  3.1515  -0.12
C  -0.8095  -1.9807  2.9042  -0.15
O  -0.7069  -1.0370  2.0437  -0.68
H  0.0593  -4.0123  4.2789  0.36
H  -1.4448  -2.8415  2.6738  0.33
H  0.2230  0.0599  4.6704  0.31
H  -0.6836  -3.1444  5.6193  0.34
H  -3.3841  0.5798  -1.9027  0.14
H  -2.7817  3.6720  -2.5578  0.22
C  -3.7559  1.3107  -1.1631  -0.95
C  -2.9639  3.6728  -1.4665  -0.83
N  -2.7381  2.3310  -0.9020  0.31
H  -4.0643  0.7948  -0.2378  0.29
C  -1.6258  2.0626  -0.1393  -0.59
O  -1.1876  0.9232  0.1273  -0.06
H  -2.2911  4.3976  -0.9767  0.27
H  -1.0548  2.9720  0.1487  0.32
H  -4.6259  1.8059  -1.6147  0.35
H  -4.0121  3.9846  -1.3481  0.37
O  -1.3627  -0.9459  -2.4690  -0.26
C  -0.5525  -0.2388  -3.2849  0.26
C  0.0349  2.1621  -2.4053  0.47
C  0.4509  0.9553  -2.9305  0.41
H  -1.0318  2.3283  -2.2918  0.42
C  0.9016  3.2588  -2.2387  -1.31
H  0.1448  -0.9435  -3.8050  0.02
C  1.7794  0.8726  -3.3536  -0.60
H  0.5308  4.1906  -1.7946  0.53
C  2.2082  3.1725  -2.7121  -0.78
C  2.6386  1.9662  -3.2827  -0.99
H  2.1240  -0.0501  -3.8210  0.32
H  2.8646  4.0456  -2.7195  0.52
H  3.6520  1.8622  -3.6870  0.36
Si  -2.7991  -3.4897  -0.8870  0.55
Cl  1.7529  -1.3012  -1.3061  -0.67
C  -4.6277  -3.7354  -0.7975  -1.13
C  -2.1134  -4.6541  0.4169  -1.12
C  -1.9442  -3.7557  -2.5252  -0.66
H  -5.2107  -2.8033  -0.7557  0.29
H  -4.8678  -4.2820  0.1240  0.29
H  -4.9531  -4.3704  -1.6411  0.33
H  -2.4990  -3.2343  -3.3103  0.11
H  -1.9053  -4.8341  -2.7730  0.51
H  -0.9187  -3.3763  -2.5626  0.14
H  -1.0263  -4.6524  0.5403  0.24
H  -2.4116  -5.6792  0.1587  0.40
H  -2.5696  -4.3863  1.3791  0.22
O  1.6183  -1.9708  1.4252  -0.11
N  2.8513  -2.6175  1.5568  0.11
C  3.0381  -3.6638  0.7415  -0.06
C  4.2655  -4.3099  0.7765  -0.98
C  5.2497  -3.8085  1.6344  -0.21
C  5.0552  -2.6078  2.3224  -1.08
C  3.8206  -1.9870  2.2437  -0.12
H  2.2008  -3.8672  0.0807  0.41
H  4.4276  -5.1303  0.0861  0.39
H  6.1998  -4.3358  1.7139  0.34
H  5.8451  -2.1420  2.9089  0.38
H  3.6018  -0.9785  2.5880  0.47

Cartesian forces (eV/Å) of the 6 atoms listed first:
-0.40 -0.35 -0.06
0.75 1.81 -0.03
0.02 0.01 -0.08
0.14 0.03 -0.37
-0.09 0.15 -0.11
0.59 -0.95 -0.01

Results
Energy above the lowest of the compared OMol25 structures with the same formula, charge and spin ... 39.6 kcal/mol
HOMO-LUMO gap (alpha / beta) ... 4.90 / 5.73 eV
Expectation value of S² ... 2.024
Spin multiplicity ... 3

=====

No. 4
Below is the molecule C2HCl3S2, with properties calculated with wB97M-V/def2-TZVPD.

Each line ends with the Mulliken charge.
Positions of all 8 atoms, in Å:
C  2.3060  -1.4201  -0.5919  -0.39
C  3.0403  -0.1805  -0.3305  0.65
S  -0.7049  -1.0815  1.1948  -0.19
S  0.8486  -1.9342  -0.0835  0.12
Cl  3.7761  -0.4284  1.2778  -0.07
Cl  1.9117  1.2788  -0.2876  -0.13
Cl  4.2952  0.2555  -1.5625  -0.11
H  0.2216  -0.1866  1.3404  0.12

Cartesian forces (eV/Å) of the 6 atoms listed first:
-2.09 -0.18 0.76
-0.13 1.29 0.10
0.35 -0.36 -0.53
1.52 -1.28 -1.48
0.04 0.16 -0.35
0.44 -0.51 0.13

Results
Energy above the lowest of the compared OMol25 structures with the same formula, charge and spin ... 48.6 kcal/mol
HOMO-LUMO gap ... 8.28 eV

=====

No. 5
Below is the molecule C19H23N5OS2, with properties calculated with wB97M-V/def2-TZVPD.

Each line ends with the Mulliken charge.
Positions of all 50 atoms, in Å:
C  4.1741  0.2430  1.9195  -1.30
H  3.9959  1.2254  2.3490  0.45
H  4.5386  -0.4149  2.7039  0.30
H  4.9457  0.3332  1.1576  0.29
C  2.8729  -0.3035  1.3182  -0.67
N  2.9755  -1.5866  0.6551  0.79
C  3.6839  -1.5711  -0.6096  -1.03
H  4.0133  -0.5529  -0.8426  0.50
C  2.7591  -2.0474  -1.7479  -0.99
N  1.5190  -1.3089  -1.7237  -0.03
C  0.4201  -1.8128  -1.1097  0.17
O  0.2630  -2.9830  -0.8429  -0.63
C  -0.6120  -0.7659  -0.7986  0.70
C  -0.9233  -0.5351  0.5135  -0.48
C  -1.8630  0.4754  0.8091  0.25
N  -2.4619  1.1919  -0.0949  -0.50
C  -2.2025  0.9694  -1.3988  -0.27
C  -2.8796  1.7376  -2.3642  -0.41
C  -2.6415  1.5277  -3.6952  -0.64
C  -1.7283  0.5481  -4.1108  -0.75
C  -1.0518  -0.2098  -3.1924  -0.70
C  -1.2646  -0.0151  -1.8150  0.85
H  -0.3592  -0.9746  -3.5110  0.51
H  -1.5641  0.3910  -5.1663  0.39
H  -3.1631  2.1135  -4.4373  0.41
H  -3.5844  2.4775  -2.0203  0.38
S  -2.2100  0.7770  2.5128  -0.25
C  -3.3851  2.0534  2.4623  0.51
N  -3.8636  2.5282  3.5609  -0.37
N  -4.7519  3.4940  3.3785  -0.50
C  -4.9746  3.7813  2.1458  0.65
C  -5.9228  4.8206  1.6915  -1.02
H  -5.4016  5.5759  1.1049  0.29
H  -6.3831  5.2877  2.5577  0.30
H  -6.6950  4.3775  1.0643  0.29
S  -4.0322  2.8104  1.0177  -0.01
H  -0.4610  -1.0978  1.3080  0.57
H  1.5962  -0.3050  -1.7971  0.32
H  3.2511  -1.9107  -2.7153  0.39
H  2.4942  -3.0958  -1.6152  0.37
H  4.5742  -2.2109  -0.5841  0.37
C  3.3228  -2.6869  1.5352  -0.70
C  2.8728  -4.0315  0.9736  -1.19
H  3.4988  -4.3399  0.1398  0.27
H  1.8427  -3.9658  0.6345  0.22
H  2.9418  -4.7918  1.7477  0.43
H  4.4078  -2.7225  1.7403  0.35
H  2.8076  -2.5134  2.4829  0.45
H  2.4797  0.4178  0.5942  0.30
H  2.1289  -0.4036  2.1142  0.38

Cartesian forces (eV/Å) of the 6 atoms listed first:
-0.30 -0.14 -0.14
0.05 0.12 0.07
0.09 -0.04 0.09
0.12 0.03 -0.05
0.20 0.20 0.12
0.01 0.00 0.01

Results
HOMO-LUMO gap ... 8.13 eV
Structure (SMILES) ... CCN(CC)CCNC(=O)c1cc(Sc2nnc(C)s2)nc2ccccc12

=====

Looking at max |F| for the records above, in order, we have 2.65 3.25 4.54 2.48 1.81 eV/Å.